1.
Below is 2 unconnected molecules or ions with the total composition C11H12NO2 in a non-equilibrium geometry, with properties calculated with the ωB97M-V functional and the def2-TZVPD basis.

Total charge: -1
Energy (hartree): -631.6650
Highest occupied orbital energy (eV): -4.072
Kohn-Sham gap (eV): 6.898
Energy relative to the best compared isomer or geometry (same formula, charge and spin) (kcal/mol): 20.6

Each line ends with the natural charge from an NBO analysis.
Geometry (Å):
C  1.07679  -1.19548  0.23736  -0.20
C  -0.44976  -4.16547  0.11334  -0.62
H  0.28594  -4.59757  -0.57439  0.21
C  0.73188  1.04767  -0.65438  -0.19
H  2.38660  0.46736  0.54629  0.24
C  -0.47178  0.68043  -1.19264  -0.25
H  0.00925  -4.09467  1.09501  0.21
H  -1.15568  1.33089  -1.71593  0.20
H  -2.95507  -3.13398  -1.22940  0.20
O  2.45164  3.10968  0.89719  -0.81
C  -0.90238  -2.82323  -0.38545  -0.07
H  1.17073  2.03659  -0.70934  0.27
C  -2.07927  -2.54604  -0.99184  -0.06
H  -1.28858  -4.86114  0.12675  0.21
N  -2.15202  -1.18264  -1.28197  -0.54
C  1.48540  0.10338  0.07404  -0.22
H  1.72578  -1.97097  0.63934  0.20
H  0.32083  4.70225  2.49060  0.20
H  -2.67072  -0.90939  -2.10301  0.39
H  0.28410  2.94144  2.10738  0.20
C  -0.94842  -0.61358  -0.91331  0.14
H  -0.48772  4.09465  1.05133  0.19
C  -0.15838  -1.59323  -0.31732  -0.12
C  0.38382  3.95480  1.70402  -0.74
C  1.65795  4.08798  0.83710  0.76
O  1.74907  5.13026  0.14926  -0.78

Cartesian forces (eV/Å) of the 6 atoms listed first:
-0.116 -0.782 -0.659
-0.074 0.135 -0.567
0.082 0.078 0.135
0.343 -0.160 0.231
0.144 0.000 -0.100
-0.892 -0.457 0.465



2.
Below is 5 unconnected molecules or ions with the total composition CH12O5 in a non-equilibrium geometry, with properties calculated with the ωB97M-V functional and the def2-TZVPD basis.

Energy (hartree): -421.4190
SMILES: CO.O.O.O.O
Highest occupied orbital energy (eV): -9.830
Kohn-Sham gap (eV): 10.159
Energy relative to the best compared isomer or geometry (same formula, charge and spin) (kcal/mol): 48.2

Each line ends with the natural charge from an NBO analysis.
Geometry (Å):
H  3.85774  -1.39028  -1.41379  0.17
O  -1.60434  0.77160  2.30355  -1.03
O  2.09902  -0.24093  -0.82441  -0.74
H  -2.09371  0.97929  3.02513  0.49
H  -2.36980  0.21718  -2.06006  0.45
C  3.43376  -0.71582  -0.48372  -0.27
O  1.04162  0.88291  1.36818  -0.97
H  0.12539  1.19578  1.53048  0.51
H  -1.45814  -0.49575  -0.81794  0.50
H  1.94786  0.13242  0.03611  0.49
H  -3.01897  -1.03173  -0.73023  0.51
O  -2.96546  0.29674  -2.76125  -0.92
H  4.07510  0.16975  -0.52240  0.17
H  -3.58496  0.82457  -2.27765  0.46
H  1.05041  0.13748  1.94395  0.47
H  3.53496  -1.19914  0.48344  0.17
O  -2.24720  -0.64276  -0.33078  -0.99
H  -1.82328  0.10870  1.53139  0.54

Cartesian forces (eV/Å) of the 6 atoms listed first:
-1.207 1.291 2.592
3.471 -1.950 -5.737
1.790 -1.505 0.376
-3.018 0.068 2.670
1.936 -0.360 1.070
0.988 -0.427 -4.089



3.
Below is a single C4H7NO2 molecule, with properties calculated with the ωB97M-V functional and the def2-TZVPD basis.

Energy (hartree): -361.8246
SMILES: O[C@@H]1CN=COC1
Highest occupied orbital energy (eV): -9.755
Kohn-Sham gap (eV): 10.598
Energy relative to the best compared isomer or geometry (same formula, charge and spin) (kcal/mol): 35.3

Each line ends with the natural charge from an NBO analysis.
Geometry (Å):
H  -0.19608  -0.50902  1.77197  0.47
C  1.66646  -0.13789  0.05875  0.37
C  -1.00373  -0.04759  0.08782  0.04
O  1.05619  0.82572  0.82128  -0.52
H  0.05449  1.69499  -0.73326  0.19
H  -0.53988  -0.60131  -1.96751  0.20
H  -0.64799  1.95579  0.89051  0.21
H  -0.69168  -1.95076  -0.85574  0.22
O  -1.04881  -0.69170  1.34584  -0.71
C  -0.17969  1.22541  0.23028  -0.10
H  -2.03210  0.18035  -0.20585  0.19
C  -0.30836  -0.92749  -0.94504  -0.27
N  1.14596  -0.93848  -0.77509  -0.46
H  2.72521  -0.07801  0.27603  0.18

Cartesian forces (eV/Å) of the 6 atoms listed first:
-0.288 -0.170 0.033
-0.086 -0.176 -0.311
-0.092 0.134 -0.283
0.088 0.070 -0.255
-0.253 -0.082 0.059
0.093 0.029 0.161



4.
Below is a molecular structure, C4H4IN in a non-equilibrium geometry, with properties calculated with the ωB97M-V functional and the def2-TZVPD basis.

Energy (hartree): -507.0687
Highest occupied orbital energy (eV): -8.677
Kohn-Sham gap (eV): 8.446
Energy relative to the best compared isomer or geometry (same formula, charge and spin) (kcal/mol): 115.6

Each line ends with the natural charge from an NBO analysis.
Geometry (Å):
N  -0.22933  1.80471  0.15125  -0.26
C  0.58336  0.92643  0.54848  0.26
C  -0.40311  -0.59459  -0.39866  -0.20
H  1.47575  -0.93640  0.59336  0.25
I  -2.68670  -0.41068  -0.02438  -0.01
H  0.11052  -0.53425  1.95948  0.25
C  0.50037  -0.50824  0.89111  -0.45
C  0.16108  0.75059  -0.88167  -0.24
H  0.73046  0.80261  -1.72857  0.20
H  -0.24241  -1.30018  -1.11041  0.20

Cartesian forces (eV/Å) of the 6 atoms listed first:
0.453 0.459 0.286
-0.072 0.880 -1.963
-1.491 3.373 0.985
-0.590 -0.404 0.886
1.603 -0.346 -0.137
0.554 -1.304 -1.334



5.
Below is a molecular structure, C6H5CsNO2 in a non-equilibrium geometry, with properties calculated with the ωB97M-V functional and the def2-TZVPD basis.

Total charge: +1
Energy (hartree): -456.5873
Highest occupied orbital energy (eV): -13.829
Kohn-Sham gap (eV): 8.662
Energy relative to the best compared isomer or geometry (same formula, charge and spin) (kcal/mol): 93.0

Each line ends with the Mulliken charge.
Geometry (Å):
H  0.01190  1.39134  -1.56795  0.05
O  -3.00956  -0.41588  0.42932  -0.46
C  1.00652  -1.04360  1.27499  -0.44
Cs  -1.95645  2.69374  -1.59244  0.95
O  -2.58335  0.80383  -1.25919  -0.90
C  0.28557  0.60466  -0.88047  -0.66
H  -0.99158  -1.40844  1.60436  0.41
H  2.50275  0.73401  -1.17121  0.37
C  -0.70994  -0.09404  -0.13470  1.28
C  1.99985  -0.45254  0.51013  -0.35
N  -2.17974  0.11406  -0.35055  1.16
C  1.66805  0.29459  -0.64529  -1.05
C  -0.31664  -0.90965  0.92462  -0.11
H  3.03892  -0.65440  0.72457  0.38
H  1.23365  -1.65770  2.13388  0.38

Cartesian forces (eV/Å) of the 6 atoms listed first:
0.703 -0.862 -0.298
2.707 1.219 -1.409
0.291 0.065 -0.340
2.015 11.335 -2.124
-2.294 -8.223 -0.106
0.796 -1.137 0.482



6.
Below is a molecular structure, C25H19F5IrN7O3S3 in a non-equilibrium geometry, with properties calculated with the ωB97M-V functional and the def2-TZVPD basis.

Energy (hartree): -3371.1525
Highest occupied orbital energy (spin up / spin down) (eV): -4.692 / -8.177
Kohn-Sham gap (spin up / spin down) (eV): 2.831 / 4.084
Energy relative to the best compared isomer or geometry (same formula, charge and spin) (kcal/mol): 31.2
2S+1: 5
Expectation value of S²: 6.057

Each line ends with the Mulliken spin population.
Geometry (Å):
O  -2.43955  -8.28765  -1.25201  0.37
N  -0.51902  -5.20261  -0.92135  0.06
S  -1.76028  -7.30511  -2.06790  -0.13
C  -5.14789  3.59464  -0.25348  0.00
C  -1.22861  -1.53700  3.17194  0.00
H  -1.39737  -0.59633  -1.56554  0.03
O  -2.58453  -6.20106  -2.51680  0.39
C  1.41058  4.35271  -0.73080  0.11
C  0.35902  -3.13447  -0.18794  0.17
C  4.39141  1.61907  -1.69874  0.04
C  -1.99924  3.69079  -1.12427  0.02
C  1.12373  -5.34309  0.78191  0.08
F  -0.34494  -3.21772  4.55626  0.00
F  -2.33493  -2.24651  2.98267  0.00
C  3.77690  3.89439  -1.28179  0.03
H  1.97529  -0.33129  0.79217  -0.02
C  1.32419  -2.34163  0.42368  0.03
C  1.25150  -0.97225  0.30578  0.12
N  0.12953  -7.31936  -0.10822  0.10
C  -0.63809  -1.11694  -0.99915  0.10
C  3.09505  1.24743  -1.39026  0.02
C  -0.21632  -2.03283  3.97703  0.03
Ir  0.17885  1.74456  -0.39701  1.11
C  0.07252  0.46377  2.72496  0.05
H  2.13390  -2.77401  0.99470  0.02
H  0.62051  6.26335  -0.26686  0.00
H  5.10905  0.86589  -1.98679  0.00
C  -1.07760  -0.30233  2.56780  -0.02
O  -0.85594  -7.83836  -3.06752  0.36
H  2.35323  6.09123  0.06435  0.00
S  0.28098  2.02354  1.93743  0.46
C  0.96960  -6.72596  0.71856  -0.01
H  -4.58268  2.92936  0.39879  0.00
C  -0.59959  -6.52449  -0.89917  -0.04
C  0.33889  -4.61707  -0.09446  0.00
C  4.73313  2.97123  -1.62123  0.02
H  5.74200  3.29224  -1.84238  0.00
H  -4.99689  4.44313  -2.24039  0.00
C  0.93199  -1.28230  4.17422  0.00
H  -6.13122  3.15525  -0.41896  0.00
S  -2.03465  1.95419  -0.98705  0.15
C  1.06445  -0.05530  3.55114  -0.01
C  2.45590  3.47157  -1.00847  0.04
F  2.20531  0.61760  3.72889  0.01
H  1.78104  6.27468  -1.59432  0.01
H  2.79010  0.21073  -1.43096  0.00
H  1.80741  -4.89073  1.48626  0.03
N  -3.10627  4.36245  -1.43250  0.01
N  0.28195  -0.35090  -0.38365  0.15
N  -0.89267  4.42897  -0.96380  -0.01
N  2.15999  2.12052  -1.03014  0.08
N  0.14998  3.73205  -0.54340  -0.04
F  -2.07492  0.14303  1.80080  0.00
C  -0.63197  -2.49033  -0.92823  0.03
H  4.01305  4.94765  -1.23797  0.01
H  -4.32720  2.82669  -2.10422  0.00
H  -5.28049  4.55062  0.25351  0.00
H  -1.38185  -3.08547  -1.43396  0.03
H  -3.00210  5.36542  -1.47915  0.00
C  -4.43480  3.77904  -1.58525  0.01
H  1.55038  -7.37352  1.36777  0.00
F  1.91206  -1.75826  4.93990  0.00
C  1.54816  5.82711  -0.62440  -0.01

Cartesian forces (eV/Å) of the 6 atoms listed first:
-0.769 -0.469 -0.787
-1.219 -1.805 -1.039
2.741 1.675 2.548
-0.026 -0.024 -0.050
0.142 0.072 -0.020
-0.024 -0.043 0.001



- Which of these has the highest energy relative to the best compared isomer or geometry (same formula, charge and spin)?
  C4H4IN



- The highest energy relative to the best compared isomer or geometry (same formula, charge and spin) belongs to which entry?
  C4H4IN



- energy of number 2 (CH12O5)?
  -421.4190 hartree



- The highest energy belongs to which entry?
  C4H7NO2